Below is an isolated molecule of C8H9NOS in a non-equilibrium geometry, with properties calculated with ωB97M-V/def2-TZVPD.

relative energy (zero: lowest compared OMol25 entry of this formula, charge and spin)	76.6	kcal per mole
net charge	0

Each atom is followed by the atoms it is bonded to, with distances in Å.
Positions of all 20 atoms, in Å:
1 C 0.6568 2.9363 0.2431  C2 1.407, C3 1.390, H12 1.111
2 C 0.3641 1.7217 -0.4041  C1 1.407, C4 1.379, H13 1.097
3 C 0.9789 2.8481 1.5924  C1 1.390, S11 1.718, H14 1.024
4 C 0.5888 0.6707 0.4600  C2 1.379, N9 1.363, S11 1.757
5 C 1.0340 -1.7582 1.2407  N9 1.588, O10 1.204, H15 1.059
6 C -1.3419 -2.1496 -0.7510  C7 1.491, C8 1.484, H16 1.017, H17 1.024
7 C -1.5207 -0.7881 -1.3313  C6 1.491, C8 1.460, H18 1.133, H19 1.163
8 C -0.1989 -1.2117 -0.8780  C6 1.484, C7 1.460, N9 1.409, H20 1.163
9 N 0.4056 -0.6674 0.2729  C4 1.363, C5 1.588, C8 1.409
10 O 1.0867 -2.8719 0.7857  C5 1.204
11 S 0.8777 1.2123 2.1063  C3 1.718, C4 1.757
12 H 0.6746 3.9710 -0.1601  C1 1.111
13 H 0.0774 1.4762 -1.4337  C2 1.097
14 H 1.3722 3.6130 2.1489  C3 1.024
15 H 1.3725 -1.5477 2.2220  C5 1.059
16 H -1.7007 -2.1182 0.2000  C6 1.017
17 H -1.2850 -2.9513 -1.3851  C6 1.024
18 H -1.7792 -0.7698 -2.4340  C7 1.133
19 H -2.2551 -0.0212 -0.8556  C7 1.163
20 H 0.5924 -1.5943 -1.6391  C8 1.163

Results of the Mulliken charge analysis, in e, for atoms 1 through 2:
1. C -0.518
2. C -0.431

Below is an isolated molecule of C8H9NOS in a non-equilibrium geometry, with properties calculated with ωB97M-V/def2-TZVPD.

relative energy (zero: lowest compared OMol25 entry of this formula, charge and spin)	92.5	kcal per mole
net charge	0

Each atom is followed by the atoms it is bonded to, with distances in Å.
Positions of all 20 atoms, in Å:
1 C 0.2964 -0.8599 -2.5619  C2 1.404, C3 1.420, H12 1.128
2 C -0.1537 -1.9817 -1.8468  C1 1.404, C4 1.405, H13 1.040
3 C 0.4960 0.4008 -1.9407  C1 1.420, C5 1.366, H14 1.096
4 C -0.1991 -1.9523 -0.4429  C2 1.405, C6 1.344, H15 1.017
5 C 0.1446 0.4788 -0.6232  C3 1.366, C6 1.371, C7 1.533
6 C -0.1868 -0.6882 0.0145  C4 1.344, C5 1.371, S11 2.113
7 C 0.3221 1.6552 0.3429  C5 1.533, C8 1.566, H16 1.044, H17 1.204
8 C -0.7069 1.5822 1.5207  C7 1.566, S11 1.810, H18 1.074, H19 1.151
9 N 0.6897 -0.3395 2.9230  S11 1.497, H20 1.013
10 O -1.8225 -0.5477 2.5448  S11 1.479
11 S -0.4964 -0.1417 2.0320  C6 2.113, C8 1.810, N9 1.497, O10 1.479
12 H 0.4768 -0.8696 -3.6758  C1 1.128
13 H -0.1898 -2.8410 -2.4318  C2 1.040
14 H 0.8757 1.3465 -2.3427  C3 1.096
15 H -0.3533 -2.7904 0.1115  C4 1.017
16 H 1.1955 1.7525 0.9068  C7 1.044
17 H 0.2204 2.6751 -0.2880  C7 1.204
18 H -0.2870 2.2630 2.2374  C8 1.074
19 H -1.7630 1.6808 1.0743  C8 1.151
20 H 1.4412 -0.8228 2.4458  N9 1.013

Results of the Mulliken charge analysis, in e, for atoms 1 through 2:
1. C -0.356
2. C -0.591

Number 1: HOMO-LUMO gap 0.310 Ha. Number 2: HOMO-LUMO gap 0.373 Ha.